Density functional theory data (ωB97M-V with the def2-TZVPD basis set) for C4H5FO in the gas phase.

Calculated values
energy relative to the best compared isomer or geometry (same formula, charge and spin) = 41.88 kcal per mole
LUMO energy = 0.032 Ha
frontier orbital gap = 9.8840 eV
total charge = 0
HOMO level = -9.0 eV

Last column: Löwdin charge in e.
Cartesian coordinates (Å):
F1 1.3543 1.2376 -0.9083  -0.05
O1 -1.4842 -0.4160 0.0820  -0.05
C1 0.6535 -1.0932 0.0850  0.00
C2 -0.6552 -1.3342 0.0343  -0.28
C3 0.7807 0.4767 0.1528  -0.24
C4 -0.7523 0.8117 0.4792  -0.03
H1 -1.3071 1.6010 0.0082  0.12
H2 1.3773 0.6684 1.1881  0.17
H3 -0.6071 0.7327 1.6355  0.15
H4 -1.3322 -2.2424 0.1397  0.16
H5 1.3936 -1.7361 0.0392  0.04

***

Density functional theory data (ωB97M-V with the def2-TZVPD basis set) for a molecular structure, C14H26O4P2Tb.

Calculated values
energy relative to the best compared isomer or geometry (same formula, charge and spin) = 0.00 kcal per mole
LUMO energy (spin up / spin down) = -0.150 / -0.145 Ha
frontier orbital gap (spin up / spin down) = 7.2913 / 7.4267 eV
multiplicity = 7
total charge = +1
HOMO level (spin up / spin down) = -11.4 / -11.4 eV

Last column: Löwdin spin population.
Cartesian coordinates (Å):
Tb1 -0.2799 0.1000 -0.1305  6.09
P1 0.6997 2.5349 -0.2200  -0.02
P2 -1.0347 -2.4149 -0.1452  -0.02
O1 -1.1572 3.4586 3.6052  0.00
O2 1.8037 -0.5858 2.9849  0.00
O3 -1.7140 0.6490 1.2621  -0.02
O4 -3.2366 1.8886 2.3767  0.00
C1 -0.9978 -0.1686 4.0722  0.00
C2 -0.2795 -3.4354 -1.4147  0.00
C3 -2.2063 1.2201 2.3424  0.00
C4 -0.2100 -0.2330 5.2176  0.00
C5 -0.8320 3.4858 -0.4990  0.00
C6 -0.9146 2.2528 4.1758  0.00
C7 0.2060 0.9512 5.8495  0.00
C8 -2.7965 -2.2315 -0.5892  0.00
C9 1.4629 3.1867 1.2612  0.00
C10 1.7615 2.8297 -1.6397  0.00
C11 1.2590 -0.4130 1.9914  -0.01
C12 -0.9891 -3.2884 1.4207  0.00
C13 -1.3760 1.0573 3.5729  0.00
C14 -0.1361 2.1999 5.3379  0.00
H1 1.9326 3.8938 -1.8101  0.00
H2 0.0640 -1.2193 5.6123  0.00
H3 -1.3362 3.1180 -1.4022  0.00
H4 -1.9669 3.3534 3.0265  0.00
H5 1.6198 4.2611 1.1735  0.00
H6 0.1646 3.1442 5.8002  0.00
H7 -0.2673 -2.8858 -2.3617  0.00
H8 1.3125 2.3782 -2.5309  0.00
H9 0.8611 3.0039 2.1530  0.00
H10 -0.9430 0.3391 -2.0535  -0.02
H11 -2.8892 -1.7159 -1.5535  0.00
H12 -3.3005 -3.2028 -0.6460  0.00
H13 2.7188 2.3207 -1.4911  0.00
H14 -1.5530 -4.2209 1.3758  0.00
H15 -0.7983 -4.3853 -1.5477  0.00
H16 2.6316 -1.2756 -1.5073  0.00
H17 0.8208 0.8949 6.7522  0.00
H18 -1.5545 3.3580 0.3188  0.00
H19 -0.6143 4.5538 -0.6118  0.00
H20 0.7683 -3.6168 -1.1578  0.00
H21 2.8826 -0.5656 -1.5156  0.00
H22 0.0452 -3.5065 1.6942  0.00
H23 2.4209 2.6920 1.4257  0.00
H24 -3.3230 -1.6029 0.1414  0.00
H25 -1.3618 -1.0604 3.5405  0.00
H26 -1.3930 -2.6755 2.2297  0.00

***

Density functional theory data (ωB97M-V with the def2-TZVPD basis set) for 5 unconnected molecules or ions with the total composition C5H19N2O5.

Calculated values
energy relative to the best compared isomer or geometry (same formula, charge and spin) = 0.00 kcal per mole
LUMO energy = -0.092 Ha
frontier orbital gap = 10.6731 eV
total charge = +1
HOMO level = -13.2 eV

Last column: Löwdin charge in e.
Cartesian coordinates (Å):
O1 -0.7899 3.0578 -2.5882  -0.05
O2 0.4770 -3.7404 1.0124  -0.06
O3 -2.9178 -0.4375 -1.1544  -0.05
O4 -2.6220 0.3856 1.5230  0.03
O5 4.0355 -0.1158 -0.8357  -0.05
N1 1.6463 -1.6555 -1.0583  0.19
N2 -0.2877 -0.8059 -0.1020  0.09
C1 0.3298 1.2676 1.1921  -0.15
C2 0.3529 -1.4750 -1.0097  -0.15
C3 0.2858 -0.2577 1.1071  -0.16
C4 -2.1689 1.5020 1.6916  -0.20
C5 -0.9806 1.9796 0.9144  -0.15
H1 0.7990 1.4873 2.1542  0.13
H2 4.5457 0.2199 -0.0868  0.06
H3 2.3183 -1.2174 -0.4411  0.08
H4 -2.5639 2.0388 2.5626  0.13
H5 1.2719 -0.6851 1.2786  0.12
H6 4.2073 0.5356 -1.5272  0.06
H7 -1.7074 3.0460 -2.3035  0.03
H8 -3.1260 -1.3811 -1.2526  0.07
H9 -0.3254 3.7609 -2.1288  0.04
H10 -0.8315 3.0466 1.1126  0.12
H11 1.0614 1.6279 0.4619  0.12
H12 -1.2792 -0.6405 -0.2979  0.10
H13 -0.2823 -0.6339 1.9410  0.12
H14 -0.2482 -1.9722 -1.7565  0.16
H15 1.2428 -4.0750 0.5286  0.04
H16 0.1556 -4.5586 1.4169  0.05
H17 2.1035 -2.1973 -1.7774  0.14
H18 -1.2281 2.0137 -0.1471  0.10
H19 -3.4742 -0.1206 -0.4296  0.04

***

Density functional theory data (ωB97M-V with the def2-TZVPD basis set) for 2 unconnected molecules or ions with the total composition C5H16N2O3S.

Calculated values
LUMO energy = -0.083 Ha
frontier orbital gap = 3.0813 eV
total charge = 0
HOMO level = -5.3 eV

Last column: Löwdin charge in e.
Cartesian coordinates (Å):
S1 -2.5666 -0.9189 -0.3180  0.72
O1 -2.9095 -1.4507 1.0514  -0.47
O2 -3.0802 -1.8810 -1.3564  -0.46
O3 -0.1008 2.3306 0.2937  -0.15
N1 2.8772 -2.7132 -0.3314  0.32
N2 -2.2412 1.8181 -0.7008  -0.17
C1 -3.2406 0.8043 -0.5109  -0.41
C2 -1.4782 1.9879 0.5134  -0.38
C3 1.8303 0.8517 -0.0609  -0.23
C4 1.5230 -0.0219 1.2017  -0.12
C5 0.4976 1.4635 -0.6294  -0.28
H1 2.5991 1.6263 0.1419  0.10
H2 -3.9125 0.7789 -1.3956  0.09
H3 3.2900 -1.8186 -0.0446  0.14
H4 -1.9158 2.8504 1.0856  0.11
H5 0.6962 0.3759 1.8180  0.08
H6 2.6675 -3.2713 0.4991  0.16
H7 -3.8715 1.1001 0.3661  0.10
H8 2.2482 0.2351 -0.9040  0.08
H9 -1.5515 1.1063 1.2205  0.10
H10 3.5330 -3.2202 -0.9289  0.16
H11 1.1883 -1.0338 0.8470  0.04
H12 2.4297 -0.1985 1.8230  0.06
H13 2.0110 -2.5327 -0.8476  0.16
H14 0.7941 2.0799 -1.5085  0.12
H15 -1.1871 -0.9529 -0.3986  0.03
H16 -0.1296 0.6044 -0.9257  0.07

***

Density functional theory data (ωB97M-V with the def2-TZVPD basis set) for a molecular structure, C3H5N3O2S.

Calculated values
energy relative to the best compared isomer or geometry (same formula, charge and spin) = 38.44 kcal per mole
LUMO energy = -0.014 Ha
frontier orbital gap = 9.4220 eV
total charge = 0
HOMO level = -9.8 eV

Last column: Löwdin charge in e.
Cartesian coordinates (Å):
S1 1.5291 0.3710 0.6215  0.94
O1 -0.6852 2.5003 -0.2991  0.09
O2 -0.6358 1.3279 -2.1780  0.07
N1 -1.0370 -0.2592 0.7185  0.02
N2 -0.7016 -0.4591 1.8368  -0.01
N3 -0.1466 -0.9290 -1.6133  0.07
C1 -0.5419 1.4705 -0.9066  -0.63
C2 0.7108 -0.3798 2.1540  -0.37
C3 -0.0609 0.2214 -0.1543  -0.58
H1 1.0090 -1.4756 2.1990  0.11
H2 -0.3272 0.2698 -2.3524  0.08
H3 0.7917 -1.5586 -1.5596  0.14
H4 -0.8979 -1.4511 -1.3705  0.00
H5 0.9935 0.3516 2.9040  0.07

***

Density functional theory data (ωB97M-V with the def2-TZVPD basis set) for C5H12ClO4PS in the gas phase.

Calculated values
LUMO energy (spin up / spin down) = -0.003 / -0.117 Ha
frontier orbital gap (spin up / spin down) = 6.3681 / 7.4623 eV
multiplicity = 3
total charge = 0
HOMO level (spin up / spin down) = -6.5 / -10.6 eV

Last column: Löwdin spin population.
Cartesian coordinates (Å):
Cl1 3.8507 -1.4450 0.2174  0.07
S1 2.8870 0.4135 0.1466  0.69
P1 0.3376 -0.5348 -0.9704  0.04
O1 1.1334 -1.2173 -1.9753  0.00
O2 3.2112 1.2092 1.3298  0.48
O3 -1.1410 -0.9530 -1.0337  0.02
O4 0.2308 1.0023 -1.3334  0.00
C1 1.0711 -0.5652 0.7290  0.61
C2 -1.5030 -2.2778 -0.5675  0.00
C3 -0.5124 1.9477 -0.5778  0.00
C4 -1.9981 -2.0834 0.9256  0.02
C5 0.3088 3.2095 -0.1906  0.00
H1 -1.1539 2.4005 -1.4464  0.00
H2 -2.3929 -2.6798 -1.1211  0.00
H3 1.1303 3.2780 -0.8852  0.00
H4 -0.2627 4.1433 -0.0074  0.00
H5 -2.3532 -3.0998 1.3394  0.00
H6 0.5449 0.0919 1.3414  0.02
H7 -0.4661 -2.8209 -0.6299  0.00
H8 1.4951 -1.3511 1.2504  0.03
H9 -1.1311 -1.7456 1.5765  0.01
H10 -1.1937 1.7026 0.2794  0.00
H11 0.8769 2.8463 0.6695  0.00
H12 -2.9699 -1.4708 0.9336  0.00

***

M for every record listed, in sequence, given in g mol⁻¹: 88.1; 479.2; 187.2; 184.3; 147.2; 234.6.
Total energy for every record listed, in sequence, given in Ha: -330.42100; -2356.92777; -687.40838; -933.26778; -830.15105; -1698.25852.